[1]
{"formula": "CH3OP", "method": "ωB97M-V with the def2-TZVPD basis set", "symbols": ["C", "O", "P", "H", "H", "H"], "positions_angstrom": [[0.465, -0.133, -0.262], [-0.526, -1.030, 0.092], [-1.144, 0.540, -0.026], [1.304, -0.122, 0.320], [0.970, -0.402, -1.378], [-1.069, 1.148, 1.254]], "nbo_charge": [-0.354, -0.706, 0.791, 0.189, 0.171, -0.091], "e_homo_ev": -9.893, "energy_ha": -456.4175, "relative_energy_kcal_mol": 37.0, "orbital_gap_ev": 10.595, "smiles": "C1OP1"}

---

[2]
{"formula": "CH3OP", "method": "ωB97M-V with the def2-TZVPD basis set", "symbols": ["C", "P", "H", "O", "H", "H"], "positions_angstrom": [[-0.118, -1.823, -0.581], [-1.575, -1.403, -0.770], [0.986, -2.019, -0.421], [0.562, 1.693, 0.718], [0.143, 2.517, 0.791], [0.001, 1.036, 0.264]], "nbo_charge": [-0.782, 0.535, 0.249, -0.952, 0.470, 0.480], "e_homo_ev": -10.533, "energy_ha": -456.4166, "relative_energy_kcal_mol": 37.5, "orbital_gap_ev": 10.848, "smiles": "C#P.O"}

---

[3]
{"formula": "CH3OPS", "method": "ωB97M-V with the def2-TZVPD basis set", "symbols": ["C", "O", "P", "S", "H", "H", "H"], "positions_angstrom": [[0.676, 0.014, 0.700], [-1.299, -0.242, -1.222], [0.217, 0.417, -0.921], [-1.612, -1.477, -0.206], [0.479, -1.031, 1.105], [1.606, 0.439, 1.248], [-0.068, 1.879, -0.704]], "nbo_charge": [-0.831, -0.860, 0.951, 0.280, 0.246, 0.238, -0.025], "e_homo_ev": [-8.193, -9.114], "energy_ha": -854.5369, "relative_energy_kcal_mol": 85.6, "orbital_gap_ev": [6.458, 8.318]}

---

[4]
{"formula": "CH3PS", "method": "ωB97M-V with the def2-TZVPD basis set", "symbols": ["C", "P", "H", "S", "H", "H"], "positions_angstrom": [[-2.128, -0.426, 0.289], [-2.182, 1.109, 0.557], [-2.124, -1.361, -0.093], [2.092, 0.649, 0.115], [2.807, 0.638, -1.058], [1.535, -0.609, 0.191]], "nbo_charge": [-0.728, 0.537, 0.191, -0.317, 0.157, 0.160], "e_homo_ev": -9.650, "energy_ha": -779.3494, "relative_energy_kcal_mol": 40.7, "orbital_gap_ev": 10.123, "smiles": "C#P.S"}

---

[5]
{"formula": "CH3PSi", "method": "ωB97M-V with the def2-TZVPD basis set", "symbols": ["C", "P", "Si", "H", "H", "H"], "positions_angstrom": [[-1.102, -0.897, 0.052], [-2.412, 0.143, -0.093], [0.035, 0.588, -0.001], [-1.169, -1.914, 0.343], [0.518, 1.459, 1.044], [0.897, 1.026, -1.234]], "nbo_charge": [-1.061, 0.357, 0.785, 0.216, -0.156, -0.140], "e_homo_ev": -8.228, "energy_ha": -670.6439, "relative_energy_kcal_mol": 11.9, "orbital_gap_ev": 8.115, "smiles": "C1=P[SiH2]1"}

---

[6]
{"formula": "CH4BBrO2", "method": "ωB97M-V with the def2-TZVPD basis set", "symbols": ["B", "C", "O", "O", "Br", "H", "H", "H", "H"], "positions_angstrom": [[-0.144, 0.581, -0.366], [1.485, -1.329, 0.200], [-0.018, -0.692, 0.261], [-0.874, 1.428, 0.346], [2.787, 0.169, 0.463], [0.291, 0.559, -1.581], [1.396, -1.565, 1.241], [-0.388, -0.736, 1.244], [-1.109, 2.300, 0.007]], "nbo_charge": [0.962, -0.259, -0.758, -0.894, -0.146, -0.052, 0.091, 0.534, 0.522], "e_homo_ev": -8.007, "energy_ha": -2789.7779, "relative_energy_kcal_mol": 101.9, "orbital_gap_ev": 8.091}